Record 1
Formula: C29H46LuP2
Source: OMol25
Level of theory: ωB97M-V with the def2-TZVPD basis set

```
78
C29H46LuP2 (ωB97M-V with the def2-TZVPD basis set)
Lu 0.03612 -0.11181 1.10689
C -0.84773 -2.18629 2.38826
C 0.47039 -2.47577 1.89501
C 0.66109 -0.89526 3.57708
C -0.72060 -1.22554 3.43853
C 1.39935 -1.64432 2.61093
C -2.09660 -2.93391 2.08707
H -2.09210 -3.35757 1.07873
H -2.97545 -2.28227 2.16848
H -2.25001 -3.77224 2.78555
C -1.81530 -0.83956 4.36652
H -2.60887 -1.59863 4.37470
H -2.28954 0.10632 4.07128
H -1.44520 -0.71149 5.39454
C 1.25048 -0.08498 4.67700
H 0.74874 -0.29125 5.63325
H 1.15652 0.99067 4.48721
H 2.31841 -0.30214 4.78130
C 2.88385 -1.70278 2.52881
H 3.29580 -2.49294 3.17729
H 3.33642 -0.75177 2.84201
H 3.22388 -1.91174 1.50978
C 0.85073 -3.59761 1.00332
H 1.21673 -4.46305 1.57695
H 1.66113 -3.30681 0.32128
H 0.00433 -3.94072 0.40420
C -1.25349 1.14927 -3.23388
C -1.68791 -0.12863 -3.45289
C -1.13319 -1.04575 -4.49471
C 0.38829 -0.97384 -4.72615
C 1.20221 -0.59409 -3.52903
C 1.67293 0.65713 -3.29021
C 1.10299 1.91662 -3.87803
C -0.40530 1.88766 -4.20689
H -1.64693 -0.82624 -5.45055
H 0.59347 -0.28292 -5.55302
H -1.41740 -2.08234 -4.24494
H -0.55353 1.47235 -5.21183
H -1.68105 1.78135 -2.45491
H -2.66052 -0.48607 -3.10769
H -0.74952 2.93506 -4.23268
H 1.31074 2.76082 -3.20667
H 2.70086 0.79512 -2.93384
H 1.64591 2.15674 -4.80920
H 0.70963 -1.97523 -5.04926
H 1.55350 -1.45547 -2.94639
P -1.89832 -0.53260 -0.64410
C -3.36675 0.49865 -0.97425
C -1.84187 -2.20678 -1.37474
P 2.07303 0.36008 -0.46292
C -0.35027 0.19160 -1.07580
C 3.17649 -0.93139 -1.09236
C 2.70548 2.03163 -0.73644
H -3.27460 1.46207 -0.45614
H -4.22201 -0.03357 -0.53130
H -3.58058 0.69413 -2.03110
H -1.32624 -2.20458 -2.34319
H -2.87306 -2.56863 -1.50090
H -1.31407 -2.90328 -0.71287
H 2.42062 2.41046 -1.72558
H 3.79847 2.03993 -0.61809
H 2.26839 2.70204 0.01627
H -0.31119 1.29271 -1.14894
H 0.09844 -0.33414 -1.92241
H 3.87913 -1.20614 -0.29543
H 3.71219 -0.59957 -1.99188
H 2.58442 -1.82439 -1.34561
C -0.77298 4.72559 3.02788
C -0.86655 3.62034 3.88354
C -0.75317 2.30386 3.37678
C -0.50687 2.08704 2.02983
C -0.44340 3.16893 1.16899
C -0.56058 4.48339 1.65986
H -0.85932 5.75245 3.42168
H -1.02926 3.77691 4.95691
H -0.85477 1.49069 4.09017
H -0.28764 3.03971 0.09519
H -0.48744 5.33478 0.98381
```

* largest force on an atom: 4.71 eV Å⁻¹
* calculated total energy: -3050.40952 a.u.
* E_HOMO (spin up / spin down): -10.215 / -10.215 eV
* LUMO level (spin up / spin down): -4.784 / -4.788 eV
* Kohn-Sham gap (spin up / spin down): 0.1996 / 0.1994 Ha
* energy above the lowest of the compared OMol25 structures with the same formula, charge and spin: 558.02 kJ/mol
* charge: +1

=====

Record 2
Formula: C26H30N4O5S
Source: OMol25
Level of theory: ωB97M-V with the def2-TZVPD basis set

```
66
C26H30N4O5S (ωB97M-V with the def2-TZVPD basis set)
C -7.88594 -4.53221 0.07099
H -7.39987 -4.96917 0.91587
O -7.60297 -3.04864 -0.08303
C -6.43276 -2.67587 -0.04930
C -5.30921 -3.58936 -0.07257
C -4.15114 -2.88473 0.15354
C -4.06787 -1.54106 0.18448
C -5.15842 -0.62373 -0.18400
C -6.42455 -1.23034 -0.18150
H -7.23433 -0.71405 -0.16203
H -5.13137 0.62862 -0.08886
N -2.79834 -0.77452 -0.00510
C -2.20943 0.09622 -0.56274
N -0.95646 0.74680 -0.03481
C -0.32221 1.72697 -0.88512
H 0.69576 1.56070 -0.54965
H -0.54816 1.54754 -1.76122
C -0.73079 3.07366 -0.12110
N 0.28698 4.23607 -0.84375
C 1.32584 4.48397 0.13694
C 0.99194 5.38656 1.09033
O 0.30893 6.67020 0.87384
C -0.76124 6.40230 0.05301
C -0.52383 5.41448 -1.01754
H -1.38113 5.29944 -1.97140
H 0.30952 5.89880 -1.88329
H -1.13266 7.06550 -0.34206
H -1.45594 5.97725 0.63297
H 1.87334 5.66415 1.80244
H 0.41030 4.85505 1.98005
H 1.79941 3.62210 0.35271
H 2.05411 4.89125 -0.76635
H -1.69574 3.36852 -0.46795
H -0.67097 2.97616 0.87448
C -0.35417 0.11143 1.13626
C 0.88470 -0.51777 0.84183
C 2.14306 -0.25241 0.56874
C 3.20689 -1.07525 0.63870
C 4.51190 -0.59973 0.32530
C 5.43669 -1.36730 0.04396
C 5.34206 -2.91171 -0.22817
C 3.82265 -3.22867 -0.06561
C 2.83613 -2.48875 0.10810
N 1.59145 -3.02478 0.19867
C 0.45252 -2.05654 0.44325
O -0.39634 -2.70059 0.56778
H 1.52704 -3.96701 0.01421
H 3.89802 -4.47922 -0.51380
O 6.25569 -3.60754 -0.90556
C 7.31667 -3.00872 -1.10154
C 7.84304 -1.97484 -0.15636
H 8.78057 -1.48584 -0.40942
O 7.02011 -0.95148 -0.16707
H 7.96847 -2.58580 0.97552
H 8.31243 -3.93497 -1.08613
H 7.39158 -2.49854 -1.92414
H 4.74541 0.31872 0.47755
H 2.25384 0.77780 1.03965
H 0.07135 1.14169 1.71559
H -0.89814 -0.36849 2.04422
S -3.00877 1.11332 -1.64182
H -1.93666 -1.56797 0.45901
H -3.15301 -3.39075 0.12256
H -5.53310 -4.51853 0.24913
H -8.98943 -4.80800 -0.03049
H -7.41345 -5.10035 -0.82821
```

* largest force on an atom: 18.92 eV Å⁻¹
* calculated total energy: -2001.21257 a.u.
* E_HOMO: -7.259 eV
* LUMO level: -0.787 eV
* Kohn-Sham gap: 0.2378 Ha
* energy above the lowest of the compared OMol25 structures with the same formula, charge and spin: 2663.14 kJ/mol
* charge: 0

=====

Record 3
Formula: C12H16IN3S3Ti
Source: OMol25
Level of theory: ωB97M-V with the def2-TZVPD basis set

```
36
C12H16IN3S3Ti (ωB97M-V with the def2-TZVPD basis set)
Ti -0.31897 -0.43175 -0.26362
C 1.40049 0.17111 -4.66777
C 1.22900 -0.13922 -3.20227
S -0.40735 -0.08079 -2.57577
C 2.23906 -0.43559 -2.37818
C 3.68628 -0.50698 -2.76590
S 1.91164 -0.77350 -0.68726
H 0.46407 0.51949 -5.09668
H 1.71802 -0.71861 -5.21467
H 2.15264 0.94682 -4.81115
H 3.82108 -0.36509 -3.83628
H 4.10224 -1.47748 -2.49109
H 4.25931 0.25706 -2.23728
I -3.04630 -0.90513 3.00324
C -0.94138 -0.91336 3.17318
C -0.47814 -0.99428 4.47460
C 0.87729 -1.14691 4.70159
C 1.71108 -1.25087 3.60547
C 1.16227 -1.17082 2.34258
N -0.15099 -0.96654 2.08537
H -1.17710 -0.95493 5.29675
H 1.26258 -1.21916 5.70961
H 2.77623 -1.39881 3.70874
H 1.81686 -1.28946 1.49750
S -2.06576 1.25167 0.01692
C -2.64371 -0.14997 -0.71316
N -3.42312 -0.25554 -1.78073
C -3.37804 -1.59518 -2.37034
C -2.87366 -2.43631 -1.19353
N -2.22221 -1.43603 -0.30314
H -3.61394 0.55474 -2.35202
H -2.66463 -1.61018 -3.19379
H -4.35981 -1.90262 -2.72086
H -2.16228 -3.19708 -1.49946
H -3.70014 -2.90303 -0.65996
H -2.43351 -1.60182 0.68190
```

* expectation value of S²: 0.763
* largest force on an atom: 0.95 eV Å⁻¹
* calculated total energy: -2972.70404 a.u.
* E_HOMO (spin up / spin down): -10.445 / -10.407 eV
* LUMO level (spin up / spin down): -3.529 / -3.853 eV
* Kohn-Sham gap (spin up / spin down): 0.2542 / 0.2409 Ha
* energy above the lowest of the compared OMol25 structures with the same formula, charge and spin: 161.26 kJ/mol
* charge: +1
* spin multiplicity: 2

=====

Record 4
Formula: C14H35B4IO5
Source: OMol25
Level of theory: ωB97M-V with the def2-TZVPD basis set

```
59
C14H35B4IO5 (ωB97M-V with the def2-TZVPD basis set)
C 3.81352 4.51612 -0.18707
B 2.70030 5.51643 -0.60169
O 2.79749 6.87819 -0.33130
B 2.12803 7.75520 -1.13887
I 2.55115 9.82941 -1.02558
O 1.18349 7.29680 -2.01249
B 0.65619 6.03121 -1.77022
C -0.84800 5.71603 -2.00389
B -1.48422 4.57652 -1.09701
O -2.80213 4.58290 -0.73700
O -0.76396 3.49789 -0.67312
O 1.54982 5.10084 -1.25522
H 3.51263 3.94507 0.69678
H 3.99137 3.79117 -0.98401
H 4.74795 5.02341 0.04945
H -0.99021 5.38943 -3.04412
H -1.39784 6.65866 -1.91968
H -3.33914 5.19849 -1.23493
H 0.17500 3.67914 -0.57470
C 0.13559 -0.06166 0.59587
C -1.35417 -0.38797 0.59412
C -2.22091 0.71928 1.19080
C -1.93554 1.03369 2.66054
C -2.07290 -0.15343 3.61328
C -3.47547 -0.74995 3.64415
H 0.51836 0.07266 1.60932
H 0.71627 -0.86109 0.13154
H 0.32431 0.85945 0.03976
H -1.52077 -1.32939 1.12744
H -1.67675 -0.56384 -0.43591
H -3.27390 0.44829 1.07297
H -2.07604 1.63257 0.60842
H -2.61711 1.82813 2.98118
H -0.92810 1.44874 2.75591
H -1.79942 0.17407 4.62001
H -1.35217 -0.93154 3.34460
H -4.21152 0.00269 3.93623
H -3.54020 -1.57352 4.35664
H -3.76889 -1.13824 2.66753
C -1.12233 -4.15929 -1.82849
C -0.31442 -4.38809 -0.55615
C 1.18684 -4.17096 -0.73952
C 1.85367 -5.10846 -1.74846
C 1.68468 -6.59744 -1.44899
C 2.28792 -7.02275 -0.11520
H -0.83818 -4.85587 -2.61910
H -2.18990 -4.28935 -1.64660
H -0.97059 -3.14555 -2.20700
H -0.50413 -5.39671 -0.17797
H -0.67026 -3.70379 0.21907
H 1.68065 -4.26635 0.23137
H 1.35712 -3.13835 -1.06177
H 2.92241 -4.87385 -1.78547
H 1.46693 -4.90227 -2.75013
H 2.15391 -7.16840 -2.25446
H 0.62392 -6.86311 -1.47125
H 3.35513 -6.79188 -0.07960
H 2.17388 -8.09542 0.04607
H 1.81065 -6.51392 0.72386
```

* structure (SMILES): CB1OB(I)OB(CB(O)O)O1.CCCCCC.CCCCCC
* largest force on an atom: 0.58 eV Å⁻¹
* calculated total energy: -1328.19449 a.u.
* E_HOMO: -9.902 eV
* LUMO level: 0.128 eV
* Kohn-Sham gap: 0.3686 Ha
* energy above the lowest of the compared OMol25 structures with the same formula, charge and spin: 0.00 kJ/mol
* charge: 0